Entry 1:
Here is C37H55GeN3O4SSiTi as an isolated structure from OMol25. Energies are from ωB97M-V/def2-TZVPD.

HOMO (spin up / spin down), eV: -3.444 / -3.521
Frontier orbital gap (spin up / spin down), eV: 4.60 / 4.67
Total energy, eV: -150267.59612

```
! RIJCOSX wB97M-V def2-TZVPD def2/J DEFGRID3
* xyz -1 2
Ge -1.0834 0.5903 2.2903
Ti 1.2247 -0.6788 1.3652
S 2.9337 0.0042 3.4078
Si -0.2576 -2.9332 1.0643
O 2.2138 -1.2808 3.1613
O 3.0653 0.3723 4.7886
O 2.2609 0.9914 2.5346
O 0.1917 2.2857 -0.7335
N 0.3910 -0.6565 -2.0780
N 2.4463 -0.6888 0.0306
N -0.4031 -1.3017 -4.3250
C -5.5204 -1.0185 1.1598
C 3.5275 -0.7265 -0.7604
C -3.0904 1.4638 -0.1930
C 1.0756 0.1821 -3.0352
C -1.3072 2.5809 2.4522
C 4.5690 -0.2388 2.7467
C 5.1838 -2.0151 -2.0229
C -2.9701 0.0449 1.8489
C -3.6463 0.4749 0.6586
C -4.9193 -0.0554 0.3125
C 4.1536 -1.9703 -1.0964
C -0.7998 4.4530 -0.7215
C -1.4539 5.3851 2.7443
C -0.1551 3.3590 2.6166
C -5.5696 0.3942 -0.8641
C 5.6879 -0.8639 -2.6200
C -3.7477 1.8939 -1.3119
C -2.5314 3.2521 2.4402
C -5.0021 1.3482 -1.6598
C 5.1601 0.3604 -2.2256
C -4.8887 -1.3991 2.3050
C 0.7336 -2.0443 -2.2774
C -1.5914 -0.8851 -3.4941
C -2.6094 4.6339 2.5817
C 0.4877 -4.6050 0.4536
C -0.2236 4.7393 2.7656
C 3.6922 -3.2180 -0.4003
C -1.0351 -0.4376 -2.1198
C 4.1224 0.4529 -1.3094
C 0.4893 3.6709 -0.6013
C 3.5872 1.7952 -0.9018
C 0.2890 -2.4845 -3.6963
C 0.5657 -0.1555 -4.4639
C -1.9703 -3.0568 0.1614
C -3.6276 -0.8589 2.6454
C -0.7557 -3.4369 2.8489
C -1.0135 0.1802 4.2504
H 1.3925 -4.8539 1.0159
H 0.8745 1.2231 -2.7889
H 4.8131 -1.2943 2.8401
H -2.2527 -1.7492 -3.4291
H -1.2965 4.2226 -1.6678
H -2.1196 1.8799 0.0503
H -0.4286 -3.3050 -3.6886
H 3.5012 -3.0145 0.6556
H -2.5639 -3.8574 0.6179
H 3.3278 1.8032 0.1600
H 2.6737 2.0453 -1.4481
H -0.6031 5.5263 -0.6894
H 1.2015 3.9785 -1.3792
H -0.2434 -5.4052 0.6225
H 2.7450 -3.5989 -0.7903
H -1.5299 -2.7682 3.2315
H -5.3484 -2.1280 2.9630
H -2.0971 -0.0873 -4.0384
H 0.8151 2.8725 2.6282
H 5.2649 0.3705 3.3171
H 0.8092 1.7817 -0.1814
H 0.0170 0.6615 -4.9327
H -3.4516 2.6896 2.3162
H 2.1492 0.0046 -2.9568
H 1.8084 -2.1618 -2.1516
H -3.3033 2.6640 -1.9337
H 0.6877 5.3123 2.8985
H 5.5747 1.2793 -2.6323
H -2.5688 -2.1437 0.2197
H 4.4374 -4.0115 -0.4923
H -0.7291 -1.5688 -5.2485
H -1.2247 0.6172 -1.9494
H 5.6244 -2.9797 -2.2614
H 4.3184 2.5822 -1.0995
H 0.2387 -2.6417 -1.5169
H -0.1338 0.6736 4.6695
H 4.5566 0.0404 1.6951
H -6.4872 -1.4286 0.8886
H -3.5774 5.1228 2.5648
H 1.1237 -2.7412 -4.3488
H -1.4733 4.1978 0.0991
H -1.1548 -4.4585 2.8776
H -1.8516 -3.3230 -0.8992
H -1.5090 -1.0002 -1.3186
H -6.5389 -0.0256 -1.1122
H -1.5106 6.4619 2.8549
H 0.0951 -3.3780 3.5327
H 0.9520 3.8665 0.3691
H -5.5183 1.6987 -2.5466
H 1.3564 -0.4884 -5.1361
H -1.9032 0.5641 4.7567
H 6.5022 -0.9160 -3.3322
H 0.7562 -4.6251 -0.6081
H -0.9160 -0.8884 4.4472
H -3.1610 -1.1972 3.5632
*
```

Atom charges from the Löwdin analysis, given in e for atoms 1 to 6: atom 1 (Ge): 0.88, atom 2 (Ti): 0.54, atom 3 (S): 0.42, atom 4 (Si): 0.45, atom 5 (O): -0.43, atom 6 (O): -0.31

---

Entry 2:
Here is C37H55O4P2SSiTi as an isolated structure from OMol25. Energies are from ωB97M-V/def2-TZVPD.

HOMO (spin up / spin down), eV: -7.546 / -7.482
Frontier orbital gap (spin up / spin down), eV: 7.68 / 7.55
Total energy, eV: -107861.86052

```
! RIJCOSX wB97M-V def2-TZVPD def2/J DEFGRID3
* xyz 0 2
Ti -0.0818 1.5525 -0.2559
S -0.2993 3.6340 -1.8971
P -2.5030 0.9816 0.2875
P 2.3355 0.7472 -0.3697
Si 0.0242 -0.0941 1.7602
O -1.5230 4.3382 -2.1587
O -0.4710 2.1208 -2.1604
O -0.0537 3.5282 -0.3665
O 0.8866 4.1241 -2.5462
C -4.9637 2.6212 -0.2055
C 4.4451 -2.8413 -0.5205
C 5.2281 2.9304 -2.5716
C -2.7896 -0.4216 -2.1493
C 4.5301 -0.3527 1.0757
C -4.0436 0.1656 -2.7903
C 3.3438 -0.6915 0.1711
C 2.8410 1.2682 -3.0435
C -5.3784 4.0508 -0.5652
C -3.0016 3.5439 1.0609
C -3.4126 4.9684 0.6934
C -2.7370 0.5477 2.0434
C 5.6298 -2.5147 0.3857
C -2.9353 -0.5768 -0.6271
C 2.0815 1.8415 1.0827
C 0.8942 -1.4997 2.6919
C 3.3524 2.2468 -4.0997
C -3.4438 2.5511 -0.0397
C 4.8590 2.4582 -3.9754
C -4.9214 5.0559 0.4867
C -2.9639 -0.1111 4.7341
C -5.2782 -0.6691 -2.4493
C -1.5952 0.1194 2.7415
C 3.7637 -1.5665 -1.0177
C -5.4703 -0.8332 -0.9404
C -3.9727 0.6244 2.6830
C 1.3627 3.6748 3.0713
C -1.7385 -0.2127 4.0906
C 2.3948 3.9752 2.1818
C -4.0856 0.3015 4.0269
C 3.2132 1.7664 -1.6324
C -4.2069 -1.3482 -0.2598
C 5.1990 -1.6396 1.5607
C 4.7300 1.9456 -1.5118
C 1.0401 1.5122 1.9960
C 0.6973 2.4728 2.9671
C 2.7424 3.0762 1.1989
H 1.6306 -2.0636 2.1246
H -6.2905 -1.5278 -0.7442
H 1.3900 -1.1006 3.5802
H -4.9305 4.3129 -1.5294
H -4.8529 0.9337 2.1349
H 6.3095 3.0560 -2.4813
H 2.7287 2.7453 -1.5233
H 1.7573 1.1698 -3.1226
H 6.0921 -3.4352 0.7482
H -5.7646 0.1173 -0.4954
H 0.1355 -2.2115 3.0253
H 3.5110 3.3491 0.4899
H -5.4327 4.8453 1.4337
H -1.9189 0.1865 -2.4011
H -5.4701 2.3233 0.7177
H -6.4629 4.0944 -0.6913
H -2.9960 2.8945 -0.9798
H -6.1710 -0.2234 -2.8938
H -4.3369 -1.3772 0.8240
H 3.2798 0.2783 -3.2136
H 6.3926 -1.9854 -0.1965
H -3.9104 0.2146 -3.8725
H 5.2269 0.9825 -1.6648
H -5.2077 6.0670 0.1891
H -5.3031 1.9525 -0.9926
H 5.3796 1.5162 -4.1848
H -4.0405 -2.3839 -0.5780
H -5.1653 -1.6614 -2.9007
H 2.8925 -1.8128 -1.6311
H 3.0997 1.8806 -5.0972
H -2.8917 5.2571 -0.2230
H 6.0572 -1.3984 2.1911
H 3.7176 -3.4420 0.0367
H 4.7694 -3.4455 -1.3702
H 4.4924 -2.1965 2.1867
H -1.9211 3.5016 1.2101
H 2.8295 3.1975 -3.9637
H -3.0934 5.6559 1.4800
H -4.1756 1.1976 -2.4546
H 5.2031 3.1816 -4.7176
H 4.1943 0.2487 1.9235
H 2.6331 -1.2737 0.7579
H 2.9093 4.9252 2.2470
H 1.0770 4.3902 3.8322
H 5.0153 2.2879 -0.5149
H -0.1192 2.2571 3.6477
H -5.0473 0.3668 4.5197
H -3.0465 -0.3602 5.7847
H 4.7732 3.9097 -2.3897
H -0.8748 -0.5529 4.6521
H -2.6173 -1.4200 -2.5672
H 4.4572 -1.0156 -1.6591
H -2.0916 -1.1828 -0.2751
H -3.4735 3.2590 2.0069
H 5.2597 0.2472 0.5261
*
```

Atom charges from the Löwdin analysis, given in e for atoms 1 to 6: atom 1 (Ti): 0.62, atom 2 (S): 0.35, atom 3 (P): 1.07, atom 4 (P): 1.07, atom 5 (Si): 0.64, atom 6 (O): -0.29

---

Entry 3:
Here is a 4-piece molecular cluster, C37H57BFN9O16P3S overall from OMol25. Energies are from ωB97M-V/def2-TZVPD.

HOMO, eV: -10.648
Frontier orbital gap, eV: 7.67
Total energy, eV: -127525.33402

```
! RIJCOSX wB97M-V def2-TZVPD def2/J DEFGRID3
* xyz 1 1
S -3.6511 -1.6574 -2.8403
P -3.4273 -1.2261 -0.9111
P -0.5672 -4.5569 0.9996
P -1.2545 0.7735 -1.0514
F 0.5001 -4.0507 -1.3654
O -4.4273 0.2375 -0.7663
O -0.3443 -2.5996 6.1482
O 0.0291 -0.5341 -6.9193
O 4.0504 -6.5602 -0.3095
O -2.0786 0.9575 -2.6310
O 0.2474 11.4644 1.8952
O 1.7022 -2.2897 -3.0948
O -2.7043 -3.2220 2.6588
O -3.7916 -4.1426 4.1126
O -1.4854 -0.5600 -5.3321
O 0.3538 2.4921 3.3707
O -1.4489 2.0751 4.5497
O -0.2590 -1.1264 4.1945
O -1.2928 9.9474 2.2693
O 0.4206 0.9951 -1.6202
O -4.3400 -2.5527 -0.3050
N 3.1760 -1.5333 -1.3015
N -0.6599 2.8493 3.9892
N 0.0759 -1.7449 1.7094
N -0.9207 -1.0563 -6.3183
N -1.6006 2.1424 -0.3818
N -0.4095 10.4652 1.5696
N -3.9513 -3.4052 3.1227
N 3.1771 0.8063 1.6250
N -1.9740 -4.6166 0.3053
C -1.4142 -2.3482 -6.8103
C -1.6719 0.2878 1.9257
C -0.7925 -2.9560 -7.9092
C 4.1579 -2.2394 -2.2706
C -2.0710 4.7373 4.7640
C -1.3485 -1.2495 1.3069
C 1.0651 -0.6016 1.6034
C 2.6423 -0.6362 1.7873
C -2.3782 -4.7775 -7.7707
C -0.9476 4.2870 4.0578
C 4.3730 -6.7288 -1.7366
C -2.3515 6.1045 4.8077
C -0.1025 5.1959 3.4062
C -0.6137 8.1869 -1.4128
C 2.7047 -5.9096 -0.1578
C 1.1283 9.8247 -1.7997
C 0.3809 8.7269 -2.2296
C -0.8712 8.7471 -0.1601
C -0.7368 -1.8670 -1.3616
C -1.6169 -0.9473 -0.2750
C 0.5452 -2.9554 0.8444
C -0.1263 9.8560 0.2646
C 0.8780 10.3953 -0.5502
C 0.1712 -2.0993 3.1931
C 0.5750 -2.6525 -0.7432
C -2.5472 -1.8701 2.2349
C 1.2556 -0.6325 6.4417
C 3.3974 -0.0896 -1.6857
C -2.5105 -2.9567 -6.1838
C -3.0301 0.9343 1.9935
C 2.9407 -4.5063 0.6124
C -2.9907 -4.1736 -6.6715
C -1.2799 -4.1744 -8.3862
C -1.5175 7.0109 4.1510
C 1.8265 -3.7784 1.4818
C 0.1644 -1.5242 5.5421
C -0.3949 6.5603 3.4547
B 1.8241 -2.0801 -1.5936
H 1.5163 -4.6013 2.3046
H 1.2964 -2.1767 3.5914
H -0.7601 -4.9383 2.4092
H -2.3133 2.6756 -0.9120
H -1.6497 8.3146 0.4646
H -2.7326 4.0434 5.2783
H 4.1787 0.7446 1.3383
H -2.9990 -2.4989 -5.3263
H 2.8882 -0.8583 2.9400
H 4.5770 0.0868 -1.6253
H -3.2229 6.4637 5.3508
H 0.9277 0.2467 2.4366
H 4.1047 -5.7961 -2.4040
H -3.6536 -1.6116 1.8658
H 0.7760 4.8607 2.8594
H -4.0117 0.4571 2.4021
H 3.2028 1.2548 2.5899
H -0.8061 -4.6527 -9.2406
H -3.1123 2.1033 1.7575
H -1.1910 7.3303 -1.7542
H 4.2371 -1.6849 -3.2990
H 2.9203 0.7053 -0.9795
H 1.5511 -1.3462 -3.4511
H -0.2863 -3.1305 3.4870
H -1.7445 8.0753 4.1813
H 0.8694 -0.0818 0.5899
H -3.8452 -4.6506 -6.1962
H -2.7596 -5.7236 -8.1509
H 2.3005 -1.1565 6.5107
H -0.5075 -1.2748 -2.3746
H -4.1411 -3.4293 -0.7589
H 3.6221 -3.8354 -0.1027
H 2.2679 -5.8670 -1.2376
H 0.2512 7.2730 2.9467
H 1.3212 0.4705 5.9911
H 0.1143 -5.7401 0.4527
H 0.5127 0.6433 -2.5536
H 3.0958 0.1718 -2.7843
H -1.3949 -2.7552 -1.8231
H 0.8284 -0.5669 7.5510
H 2.0817 -6.6843 0.5024
H -1.5437 0.4397 -3.3129
H -2.0896 -3.6752 -0.0650
H 3.7824 -4.8537 1.4056
H 5.5567 -6.8341 -1.8031
H 3.3010 -1.4000 1.2234
H -5.1784 0.1770 -1.4267
H -2.6161 -1.3825 3.3383
H 2.5236 -3.1423 2.2167
H -0.9816 0.9445 2.5802
H 5.2176 -2.1495 -1.7392
H 1.4670 11.2526 -0.2310
H 3.9472 -3.3954 -2.3543
H 3.9031 -7.7438 -2.1454
H 0.0622 -2.4972 -8.4019
H 1.9038 10.2380 -2.4408
H 0.5742 8.2901 -3.2079
*
```

Atom charges from the Löwdin analysis, given in e for atoms 1 to 6: atom 1 (S): 0.39, atom 2 (P): 0.50, atom 3 (P): 0.83, atom 4 (P): 0.73, atom 5 (F): -0.08, atom 6 (O): -0.28

---

Entry 4:
Here is C37H57Br2N4RuSbSi3 as an isolated structure from OMol25. Energies are from ωB97M-V/def2-TZVPD.

HOMO (spin up / spin down), eV: -15.584 / -16.479
Frontier orbital gap (spin up / spin down), eV: 7.40 / 6.01
Total energy, eV: -218071.48380

```
! RIJCOSX wB97M-V def2-TZVPD def2/J DEFGRID3
* xyz 3 6
Sb -0.9920 -2.7394 -0.4850
Ru -0.7115 -0.1316 -0.0014
Br -1.9433 0.3807 6.7375
Br -7.3970 1.0256 1.2491
Si 0.1944 -3.8233 1.6863
Si -3.4286 -3.7873 -0.4944
Si 0.1204 -3.7140 -2.6883
N -2.9523 0.2093 0.3285
N -1.0421 0.0486 2.2254
N 1.4472 0.3852 -0.3633
N -0.5865 2.1336 -0.5420
C -4.2650 -2.9504 -1.9105
C 6.2667 0.8685 -1.7503
C -1.0010 -3.5254 3.0659
C -0.2590 0.1933 4.4775
C 3.7615 -0.2004 -0.4462
C -3.8318 0.3898 -0.6662
C 1.7841 1.6846 -0.4477
C 1.8822 -3.1523 -2.6588
C -0.1907 4.9193 -0.6113
C -5.1667 0.6584 -0.4452
C -5.6143 0.7174 0.8683
C -2.6073 0.2820 3.9983
C -0.0122 -5.5511 -2.6168
C -0.0039 6.4264 -0.6500
C 4.1420 1.1439 -0.4944
C 5.8028 3.0477 -0.6190
C 0.6540 2.6545 -0.5029
C 0.3600 -5.5927 1.1989
C 5.6102 1.5345 -0.5300
C -3.2852 -5.6081 -0.7385
C -1.4665 4.3572 -0.6556
C -1.5666 0.2719 4.9310
C 6.2700 1.0206 0.7613
C -0.7043 7.0307 0.5785
C -0.6527 6.9654 -1.9358
C -0.0466 0.0773 3.1188
C -2.3085 0.1906 2.6566
C 2.4311 -0.5292 -0.3822
C 0.8712 4.0209 -0.5302
C -4.0933 -3.3500 1.1820
C -4.7000 0.5408 1.9069
C -0.9114 -2.9193 -4.0038
C 1.8453 -3.0324 1.9285
C -3.3764 0.3059 1.5956
C 1.4713 6.8250 -0.6304
C -1.6156 2.9914 -0.6169
C 3.1080 2.0801 -0.5092
H -3.7772 -3.1869 -2.8556
H -1.4451 -2.5301 3.0408
H 2.0120 6.4390 -1.4981
H -1.7273 6.7792 -1.9635
H 2.5312 -3.2898 1.1197
H -1.8897 -3.3959 -4.0749
H 1.9758 6.4933 0.2807
H 0.6132 -6.1619 2.1019
H 6.2405 -0.2204 -1.6892
H -0.4796 -3.6375 4.0226
H -0.5055 8.0442 -1.9873
H -3.7888 -4.0970 1.9153
H -5.1883 -3.3471 1.1639
H -5.2968 -3.3131 -1.9774
H 7.3133 1.1686 -1.8016
H 5.3708 3.4641 -1.5323
H -0.5522 -6.0249 0.7915
H -1.7737 6.8139 0.5876
H 1.1730 -5.7374 0.4865
H -5.0434 0.5980 2.9283
H -2.6040 2.5572 -0.6537
H -3.0951 -5.8684 -1.7792
H 1.8076 -1.9482 2.0305
H -1.8026 -4.2636 3.0449
H 2.4026 -3.5833 -3.5207
H -2.3493 4.9776 -0.7237
H -1.0473 -1.8512 -3.8268
H 2.3995 -3.5090 -1.7650
H -1.0406 -5.9063 -2.6079
H 2.1091 -1.5593 -0.3490
H 0.9583 -0.0097 2.7242
H -0.5879 8.1145 0.5626
H 5.3795 3.5677 0.2439
H -0.2675 6.6589 1.5077
H 0.5151 -5.9715 -1.7609
H 0.4622 -5.9585 -3.5170
H 5.8324 1.4902 1.6447
H 3.3517 3.1267 -0.5850
H 7.3324 1.2644 0.7430
H 6.1812 -0.0621 0.8643
H 2.2739 -3.4336 2.8541
H -5.8415 0.8156 -1.2754
H 6.8691 3.2702 -0.6371
H -0.2020 6.5217 -2.8256
H 0.5765 0.2180 5.1628
H 4.4985 -0.9919 -0.4641
H -0.4294 -3.0302 -4.9802
H -4.2486 -6.0573 -0.4708
H 1.9802 -2.0685 -2.7298
H 1.8767 4.4053 -0.4896
H -3.4457 0.3052 -1.6756
H 1.5471 7.9112 -0.6606
H -3.6242 0.3753 4.3472
H -2.5316 -6.0760 -0.1075
H -3.7636 -2.3690 1.5243
H -4.3081 -1.8690 -1.7965
H 5.7838 1.1747 -2.6801
*
```

Atom charges from the Löwdin analysis, given in e for atoms 1 to 6: atom 1 (Sb): 0.88, atom 2 (Ru): 1.21, atom 3 (Br): 0.93, atom 4 (Br): 0.93, atom 5 (Si): 0.38, atom 6 (Si): 0.36

---

Listing max |F| for the structures above in their given order: 0.70 0.81 8.71 1.04 eV/Å.